i | Formula: C6H8N2O2S
Source: the Open Molecules 2025 dataset
Level of theory: ωB97M-V/def2-TZVPD

Atoms and positions in Å:
C 1.846 1.342 0.218
C 1.431 0.760 1.260
C -1.285 1.165 -1.399
C 1.261 0.886 -1.119
C -2.112 -0.057 -0.886
C -0.669 -0.542 -0.401
N -0.232 -2.165 1.512
N -0.147 0.612 -0.996
O -1.612 2.256 -1.829
O -0.054 -2.452 2.884
S -0.528 -0.629 1.315
H 2.817 1.814 0.046
H 1.975 0.743 2.212
H 1.376 1.573 -1.889
H 1.876 -0.056 -1.371
H -2.704 0.188 0.025
H -2.818 -0.590 -1.559
H -0.220 -1.414 -0.904
H -0.201 -3.434 2.879

**Highest occupied orbital energy (spin up / spin down)**: -7.8 / -7.8 eV
**Kohn-Sham gap (spin up / spin down)**: 7.764 / 7.791 eV
**Lowest unoccupied orbital energy (spin up / spin down)**: -0.001 / -0.001 Ha


ii | Formula: C6H8N2O2S
Source: the Open Molecules 2025 dataset
Level of theory: ωB97M-V/def2-TZVPD

Atoms and positions in Å:
C 1.780 2.148 -0.446
C -0.580 -0.383 -0.424
C 0.009 -1.179 0.605
C -0.739 -1.758 1.646
C -2.090 -1.472 1.629
C -2.621 -0.688 0.579
H 1.008 2.840 -0.838
H 1.578 1.863 0.555
H 2.810 2.552 -0.513
H -0.391 0.594 -2.184
H 1.045 -1.386 0.583
H -0.229 -2.371 2.410
H -2.761 -1.713 2.499
H -3.714 -0.470 0.641
N 0.146 0.184 -1.458
N -1.903 -0.122 -0.400
O 2.205 1.050 -2.758
O 2.635 -0.323 -0.706
S 1.811 0.634 -1.420

**Highest occupied orbital energy**: -9.0 eV
**Kohn-Sham gap**: 9.791 eV
**Lowest unoccupied orbital energy**: 0.028 Ha


Which of them is most stable, and which least? Most stable: ii; least stable: i.


i | Formula: C4H6NO3
Source: the Open Molecules 2025 dataset
Level of theory: ωB97M-V/def2-TZVPD

Atoms and positions in Å:
O 0.582 1.346 -2.774
C 0.782 0.363 -2.081
O 1.075 -0.815 -2.412
C 0.646 0.589 -0.480
C -0.718 0.113 -0.132
C -0.778 0.036 1.359
N -0.269 -1.188 1.896
O -0.846 0.924 2.132
H 1.434 0.167 -0.018
H 0.911 1.681 -0.352
H -1.001 -0.847 -0.624
H -1.307 0.867 -0.569
H -0.286 -1.941 1.229
H -0.226 -1.295 2.824

**Highest occupied orbital energy**: -4.0 eV
**Kohn-Sham gap**: 7.657 eV
**Lowest unoccupied orbital energy**: 0.135 Ha
**Net charge**: -1


ii | Formula: C4H6NO3
Source: the Open Molecules 2025 dataset
Level of theory: ωB97M-V/def2-TZVPD

Atoms and positions in Å:
O 3.085 1.639 0.026
C 2.394 0.722 0.531
C 1.023 0.587 0.240
C 1.383 0.031 -1.006
C -3.035 -0.878 -0.292
O -2.165 -1.768 -0.162
O -4.165 -0.898 -0.905
N 0.001 0.251 1.164
H 2.846 0.010 1.286
H -2.733 0.037 0.154
H 0.940 -0.858 -1.355
H 1.616 0.815 -1.902
H -0.704 0.878 1.334
H -0.486 -0.569 0.886

**Highest occupied orbital energy**: -4.5 eV
**Kohn-Sham gap**: 7.004 eV
**Lowest unoccupied orbital energy**: 0.093 Ha
**Net charge**: -1


iii | Formula: C4H6NO3
Source: the Open Molecules 2025 dataset
Level of theory: ωB97M-V/def2-TZVPD

Atoms and positions in Å:
O 1.504 -1.740 0.085
C 0.993 -0.899 -0.634
C -0.458 -0.443 -0.358
C -0.554 0.945 0.284
C 0.748 1.844 0.346
O 1.775 1.268 -0.112
O 0.635 2.988 0.793
N -1.158 -1.448 0.427
H 1.457 -0.584 -1.572
H -0.961 -0.327 -1.325
H -1.205 1.603 -0.292
H -0.871 0.853 1.324
H -0.518 -1.778 1.146
H -1.389 -2.282 -0.112

**Highest occupied orbital energy**: -4.4 eV
**Kohn-Sham gap**: 8.322 eV
**Lowest unoccupied orbital energy**: 0.144 Ha
**Net charge**: -1


iv | Formula: C4H6NO3
Source: the Open Molecules 2025 dataset
Level of theory: ωB97M-V/def2-TZVPD

Atoms and positions in Å:
C 1.424 -0.304 1.179
N 0.656 0.323 0.219
C 0.793 0.176 -1.245
C -0.745 0.604 0.550
C -1.892 -0.584 -0.105
O -1.411 -1.665 -0.417
O -3.117 -0.245 -0.166
O 2.664 -0.456 1.023
H 1.061 -0.757 2.086
H 1.021 1.149 -1.698
H 1.607 -0.478 -1.482
H -0.093 -0.033 -1.743
H -0.947 0.673 1.565
H -1.023 1.598 0.233

**Highest occupied orbital energy**: -4.2 eV
**Kohn-Sham gap**: 8.067 eV
**Lowest unoccupied orbital energy**: 0.143 Ha
**Net charge**: -1


Which of them is most stable, and which least? Most stable: i; least stable: ii.


i | Formula: C4H10BNO
Source: the Open Molecules 2025 dataset
Level of theory: ωB97M-V/def2-TZVPD

Atoms and positions in Å:
B 0.643 0.484 0.048
C -2.187 1.216 -0.370
C -2.350 -0.011 0.378
C -1.254 -1.129 0.059
C 3.123 -0.233 -0.144
N 2.011 0.774 0.028
O 0.097 -0.665 0.282
H -2.028 2.102 0.226
H -1.902 1.089 -1.490
H -2.392 0.015 1.444
H -3.289 -0.639 0.064
H -1.378 -1.863 0.870
H -1.275 -1.478 -0.977
H 3.774 0.030 -0.879
H 3.631 -0.361 0.837
H 2.633 -1.121 -0.364
H 2.142 1.790 -0.011

**Highest occupied orbital energy (spin up / spin down)**: -7.5 / -6.6 eV
**Kohn-Sham gap (spin up / spin down)**: 7.983 / 7.264 eV
**Lowest unoccupied orbital energy (spin up / spin down)**: 0.017 / 0.023 Ha


ii | Formula: C4H10BNO
Source: the Open Molecules 2025 dataset
Level of theory: ωB97M-V/def2-TZVPD

Atoms and positions in Å:
B 0.120 1.221 -0.048
C 1.844 -0.744 0.747
C 1.834 -0.670 -0.723
C 1.514 0.588 0.135
C -2.583 -0.715 0.205
N -1.663 -0.498 -0.891
O -0.478 2.389 0.019
H 1.079 -1.438 1.306
H 2.706 -0.726 1.300
H 2.708 -0.600 -1.261
H 0.971 -1.175 -1.149
H 2.473 1.079 0.308
H -2.379 -1.623 0.733
H -2.596 0.095 0.967
H -3.556 -0.787 -0.155
H -1.907 0.338 -1.499
H -0.088 3.268 0.008

**Highest occupied orbital energy (spin up / spin down)**: -7.2 / -7.4 eV
**Kohn-Sham gap (spin up / spin down)**: 7.214 / 7.394 eV
**Lowest unoccupied orbital energy (spin up / spin down)**: 0.002 / 0.002 Ha


Which of them is most stable, and which least? Most stable: i; least stable: ii.


i | Formula: C4H4INO
Source: the Open Molecules 2025 dataset
Level of theory: ωB97M-V/def2-TZVPD

Atoms and positions in Å:
C -0.188 -1.571 0.701
C -1.049 0.657 1.128
C -0.224 -0.194 0.519
C 0.798 0.393 -0.772
N -0.294 -2.709 0.604
O 0.730 -0.384 -1.843
I 2.740 0.578 0.144
H -1.164 1.602 0.695
H -1.624 0.518 1.945
H 0.383 1.328 -0.895
H -0.107 -0.218 -2.226

**Highest occupied orbital energy**: -9.8 eV
**Kohn-Sham gap**: 9.823 eV
**Lowest unoccupied orbital energy**: 0.002 Ha


ii | Formula: C4H4INO
Source: the Open Molecules 2025 dataset
Level of theory: ωB97M-V/def2-TZVPD

Atoms and positions in Å:
C 0.032 1.919 0.328
C 0.936 1.111 0.033
C -1.122 -1.629 -0.029
C 1.735 0.088 -0.297
N -1.673 -0.753 0.831
O -0.542 -2.649 0.286
I -2.039 1.069 0.080
H -0.206 2.925 0.770
H -1.211 -1.443 -1.040
H 2.134 -0.649 0.430
H 1.956 0.012 -1.391

**Highest occupied orbital energy**: -9.0 eV
**Kohn-Sham gap**: 7.733 eV
**Lowest unoccupied orbital energy**: -0.047 Ha


Which of them is most stable, and which least? Most stable: i; least stable: ii.


i | Formula: C11H17FN2O2
Source: the Open Molecules 2025 dataset
Level of theory: ωB97M-V/def2-TZVPD

Atoms and positions in Å:
C 0.904 1.451 0.106
C 0.015 0.972 -1.204
N 0.121 -0.312 -1.679
C -1.015 2.119 -1.852
C -2.323 2.131 -0.820
C -3.354 3.405 -0.865
O -3.029 4.651 -1.220
O -4.604 2.801 -0.378
C -4.541 1.328 -0.095
C -3.075 0.677 -0.548
F -2.391 0.206 0.707
H 0.809 2.639 0.166
H 2.025 1.121 0.020
H 0.355 1.012 1.068
H 0.845 -0.801 -1.074
H -0.554 3.213 -1.781
H -1.326 1.827 -2.955
H -1.769 2.299 0.218
H -4.581 1.155 1.072
H -5.495 0.869 -0.594
H -3.082 -0.100 -1.451
C 3.069 -4.111 0.942
C 3.423 -2.888 1.781
C 2.593 -1.655 1.416
C 2.837 -1.285 -0.038
N 3.039 -0.978 -1.244
H 3.274 -3.945 -0.121
H 3.665 -4.973 1.257
H 2.010 -4.370 1.052
H 4.490 -2.668 1.656
H 3.264 -3.125 2.839
H 2.874 -0.811 2.054
H 1.526 -1.852 1.564

**Highest occupied orbital energy**: -9.8 eV
**Kohn-Sham gap**: 10.367 eV
**Lowest unoccupied orbital energy**: 0.020 Ha


ii | Formula: C11H17FN2O2
Source: the Open Molecules 2025 dataset
Level of theory: ωB97M-V/def2-TZVPD

Atoms and positions in Å:
C 0.708 1.628 0.125
C -0.094 1.077 -1.039
N -0.025 -0.119 -1.452
C -1.062 2.024 -1.688
C -2.302 2.110 -0.790
C -3.294 3.213 -1.038
O -3.069 4.325 -1.465
O -4.515 2.766 -0.654
C -4.484 1.407 -0.226
C -3.067 0.842 -0.449
F -2.601 0.391 0.785
H 0.632 2.711 0.142
H 1.746 1.334 0.047
H 0.259 1.266 1.047
H 0.660 -0.633 -0.910
H -0.652 3.028 -1.734
H -1.316 1.655 -2.675
H -1.881 2.387 0.183
H -4.670 1.354 0.842
H -5.279 0.899 -0.759
H -3.000 0.059 -1.191
C 3.091 -4.200 0.866
C 3.564 -3.024 1.711
C 2.787 -1.734 1.424
C 2.940 -1.324 0.027
N 3.059 -1.013 -1.071
H 3.242 -4.013 -0.198
H 3.646 -5.102 1.122
H 2.030 -4.400 1.029
H 4.627 -2.853 1.534
H 3.452 -3.267 2.769
H 3.143 -0.921 2.058
H 1.724 -1.875 1.627

**Highest occupied orbital energy**: -9.9 eV
**Kohn-Sham gap**: 10.506 eV
**Lowest unoccupied orbital energy**: 0.023 Ha


Which of them is most stable, and which least? Most stable: ii; least stable: i.


i | Formula: H3O5PS
Source: the Open Molecules 2025 dataset
Level of theory: ωB97M-V/def2-TZVPD

Atoms and positions in Å:
O 2.251 0.597 0.707
O 1.548 -1.215 -0.629
O -1.404 -1.281 0.710
O 0.341 0.839 -0.844
O -2.275 1.051 0.689
P -2.023 -0.314 -0.204
S 1.062 -0.143 0.475
H 0.967 -2.005 -0.945
H 1.041 1.341 -1.288
H -1.509 1.130 1.328

**Highest occupied orbital energy**: -10.5 eV
**Kohn-Sham gap**: 10.386 eV
**Lowest unoccupied orbital energy**: -0.005 Ha


ii | Formula: H3O5PS
Source: the Open Molecules 2025 dataset
Level of theory: ωB97M-V/def2-TZVPD

Atoms and positions in Å:
O -1.538 -1.149 2.521
O -2.165 0.024 0.428
O -0.313 1.272 -1.453
O -0.125 -1.137 0.405
O 1.998 0.847 -0.625
P 0.755 0.297 -1.593
S -1.015 -0.215 1.556
H -1.779 0.415 -0.442
H -0.395 -2.051 0.440
H 1.982 1.620 -0.026

**Highest occupied orbital energy**: -10.8 eV
**Kohn-Sham gap**: 10.724 eV
**Lowest unoccupied orbital energy**: -0.004 Ha


Which of them is most stable, and which least? Most stable: ii; least stable: i.


i | Formula: C29H30BrN2O4ReS3
Source: the Open Molecules 2025 dataset
Level of theory: ωB97M-V/def2-TZVPD

Atoms and positions in Å:
Re 0.446 -0.038 1.924
O 2.189 0.065 2.940
C 2.451 -0.534 4.065
C 3.675 -0.225 4.697
C 4.029 -0.819 5.875
C 3.199 -1.778 6.498
C 2.022 -2.111 5.903
C 1.603 -1.504 4.683
C 0.395 -1.969 4.135
N -0.211 -1.541 3.046
C -1.431 -2.244 2.589
C -1.657 -1.869 1.127
N -1.424 -0.430 1.051
C -2.389 0.368 0.811
C -2.291 1.799 0.983
C -3.281 2.629 0.446
C -3.220 3.997 0.613
C -2.171 4.553 1.344
C -1.199 3.750 1.912
C -1.260 2.375 1.737
O -0.316 1.616 2.352
H 4.310 0.504 4.214
H 4.969 -0.552 6.340
H 3.503 -2.241 7.425
H 1.372 -2.852 6.352
H -0.084 -2.793 4.661
H -2.277 -1.906 3.194
H -1.324 -3.322 2.707
H -2.667 -2.130 0.806
H -0.929 -2.367 0.483
H -3.348 -0.039 0.496
H -4.092 2.177 -0.113
H -3.983 4.632 0.186
H -2.119 5.624 1.481
H -0.390 4.166 2.495
C -3.029 1.381 -3.699
C -2.167 2.440 -3.032
S -0.716 1.853 -2.131
C 0.184 0.968 -3.429
C -0.151 -0.511 -3.699
S -0.694 -1.476 -2.258
C -2.200 -2.277 -2.861
C -3.306 -1.403 -3.453
S -3.712 0.127 -2.568
H -2.456 0.861 -4.463
H -3.860 1.874 -4.205
H -2.745 2.998 -2.292
H -1.851 3.159 -3.791
H 1.234 1.049 -3.149
H 0.077 1.533 -4.358
H 0.741 -0.991 -4.102
H -0.924 -0.600 -4.458
H -2.576 -2.799 -1.978
H -1.942 -3.049 -3.588
H -4.217 -2.001 -3.497
H -3.080 -1.132 -4.483
Br 5.108 1.909 -3.726
C 4.192 0.450 -2.955
C 4.281 -0.806 -3.542
C 3.603 -1.879 -2.980
C 2.835 -1.702 -1.840
C 2.752 -0.436 -1.271
C 3.432 0.650 -1.819
C 1.907 -0.211 -0.097
O 1.367 -1.205 0.537
O 1.621 0.924 0.358
H 4.880 -0.940 -4.431
H 3.677 -2.855 -3.438
H 2.290 -2.523 -1.399
H 3.350 1.627 -1.361

**Highest occupied orbital energy (spin up / spin down)**: -10.5 / -10.5 eV
**Expectation value of S²**: 0.760
**Kohn-Sham gap (spin up / spin down)**: 6.691 / 6.475 eV
**Multiplicity**: 2
**Lowest unoccupied orbital energy (spin up / spin down)**: -0.140 / -0.149 Ha
**Net charge**: +1


ii | Formula: C29H30BrN2O4ReS3
Source: the Open Molecules 2025 dataset
Level of theory: ωB97M-V/def2-TZVPD

Atoms and positions in Å:
Re 0.371 -0.399 -0.768
O -0.210 1.531 -0.592
C 0.140 2.356 0.364
C -0.032 3.734 0.143
C 0.242 4.645 1.133
C 0.690 4.240 2.403
C 0.864 2.909 2.644
C 0.614 1.938 1.640
C 0.805 0.586 2.004
N 0.711 -0.463 1.234
C 0.891 -1.803 1.837
C 0.470 -2.868 0.826
N 0.896 -2.401 -0.495
C 1.705 -3.102 -1.195
C 2.349 -2.596 -2.383
C 2.968 -3.482 -3.271
C 3.621 -3.017 -4.392
C 3.689 -1.646 -4.627
C 3.112 -0.748 -3.748
C 2.439 -1.222 -2.633
O 1.908 -0.279 -1.789
H -0.390 4.045 -0.829
H 0.104 5.700 0.931
H 0.889 4.973 3.171
H 1.203 2.570 3.616
H 1.047 0.403 3.052
H 1.950 -1.929 2.078
H 0.308 -1.889 2.755
H 0.925 -3.828 1.072
H -0.613 -2.991 0.819
H 1.960 -4.108 -0.864
H 2.918 -4.545 -3.068
H 4.081 -3.712 -5.080
H 4.205 -1.275 -5.502
H 3.168 0.320 -3.908
C -4.439 -1.088 3.157
C -4.358 0.428 3.395
S -2.736 1.205 3.142
C -2.831 1.783 1.437
C -3.081 0.732 0.364
S -2.105 -0.782 0.589
C -3.197 -1.997 -0.203
C -4.128 -2.665 0.797
S -5.314 -1.576 1.630
H -4.982 -1.547 3.982
H -3.442 -1.524 3.134
H -4.600 0.640 4.436
H -5.092 0.966 2.792
H -1.881 2.297 1.277
H -3.614 2.540 1.355
H -2.859 1.142 -0.623
H -4.119 0.403 0.392
H -2.562 -2.741 -0.684
H -3.753 -1.488 -0.991
H -3.563 -3.206 1.557
H -4.732 -3.402 0.264
Br -5.211 2.183 -4.164
C -4.466 0.445 -4.195
C -5.136 -0.577 -4.849
C -4.586 -1.853 -4.861
C -3.384 -2.102 -4.220
C -2.723 -1.067 -3.568
C -3.260 0.217 -3.557
C -1.457 -1.367 -2.840
O -1.018 -2.488 -2.716
O -0.951 -0.299 -2.214
H -6.076 -0.378 -5.343
H -5.104 -2.651 -5.375
H -2.944 -3.090 -4.217
H -2.735 1.021 -3.060

**Highest occupied orbital energy (spin up / spin down)**: -10.8 / -10.8 eV
**Expectation value of S²**: 0.754
**Kohn-Sham gap (spin up / spin down)**: 6.790 / 6.807 eV
**Multiplicity**: 2
**Lowest unoccupied orbital energy (spin up / spin down)**: -0.149 / -0.147 Ha
**Net charge**: +1


Which of them is most stable, and which least? Most stable: i; least stable: ii.